The following is a quantum chemistry calculation of a cluster of 2 separate species, C5H12NO in total at a distorted geometry, from the OMol25 dataset.

Geometry as XYZ:
```
19
Properties=species:S:1:pos:R:3:forces:R:3
C 2.567 -1.602 0.497 0.4 0.3 0.8
C 1.367 -1.896 1.411 0.7 0.5 -1.0
C 0.301 -1.068 1.492 1.2 -1.7 0.2
H 2.782 -2.427 -0.221 -0.7 0.7 0.2
H 2.417 -0.620 0.011 0.2 -0.6 -0.1
H 3.520 -1.557 1.060 -0.4 0.2 0.0
H 1.520 -2.872 1.910 -1.0 0.5 -0.3
H -0.642 -1.479 1.844 0.2 0.6 0.6
H 0.366 -0.049 1.105 -0.1 -0.5 -0.1
C -1.657 0.903 -0.215 0.7 0.8 0.2
O -1.792 -0.399 0.151 -0.8 -0.1 -0.4
C -0.573 1.123 -1.267 0.7 -0.5 -0.7
N -0.433 2.523 -1.643 0.0 0.7 -0.4
H -2.598 1.295 -0.664 0.1 -0.3 0.6
H -1.401 1.509 0.687 -0.5 0.0 -0.4
H 0.374 0.697 -0.859 -0.5 0.3 -0.4
H -0.846 0.504 -2.142 0.2 0.2 0.3
H 0.407 2.983 -1.317 -0.1 -0.3 0.1
H -0.555 2.791 -2.627 0.0 -0.7 0.7
```
Forces are in eV/Å.

Properties
E_HOMO (alpha / beta) (hartree): -0.3358 / -0.3357
Gap between HOMO and LUMO (alpha / beta) (eV): 10.13 / 7.77
Strongest force on any atom (hartree/bohr): 0.0397
Spin multiplicity: 2
Lowest unoccupied orbital energy (alpha / beta) (eV): 0.99 / -1.36


The following is a quantum chemistry calculation of a structure of composition CBr3ClS at a distorted geometry, from the OMol25 dataset.

Geometry as XYZ:
```
6
Properties=species:S:1:pos:R:3:forces:R:3
C 1.048 0.136 -0.154 -1.5 0.8 -1.4
S -1.776 -0.744 1.272 0.3 0.0 0.0
Cl -3.084 -0.196 -0.101 -0.1 0.0 -0.1
Br 1.942 1.037 1.115 0.9 0.5 1.4
Br 0.321 1.321 -1.499 0.2 -0.9 0.4
Br 1.549 -1.555 -0.631 0.2 -0.5 -0.3
```
Forces are in eV/Å.

Properties
E_HOMO (alpha / beta) (hartree): -0.3450 / -0.3123
Gap between HOMO and LUMO (alpha / beta) (eV): 8.26 / 6.18
Strongest force on any atom (hartree/bohr): 0.0426
Lowest unoccupied orbital energy (alpha / beta) (eV): -1.12 / -2.32


Asked for ΔE to the lowest compared entry with this formula, charge and spin across the records above, the calculation gives 40.1; 36.2 kcal/mol in order.